1.
120
Properties=species:S:1:pos:R:3:forces:R:3 method="wB97M-V/def2-TZVPD" total_charge=+1 orbital_gap_ev=8.8346 e_lumo_ev=-3.0 max_force_ev_per_a=2.5 e_homo_ev=-11.8828
C 3.202 2.321 2.832 0.3 0.7 0.2
C 4.098 3.415 2.210 -0.8 -0.7 -0.1
C 4.341 3.162 0.709 0.0 1.0 0.7
C 3.210 3.777 -0.148 0.2 -0.8 -0.6
C 2.460 2.742 -1.005 0.3 0.6 -0.2
C 3.360 2.217 -2.128 -0.2 0.0 0.0
C 2.626 1.275 -3.090 -0.5 0.5 0.5
C 2.082 -0.019 -2.476 0.4 -0.3 -0.5
C 3.135 -0.976 -1.894 0.0 0.6 0.2
C 3.680 -0.578 -0.513 -0.2 -0.5 0.1
C 4.002 -1.780 0.407 0.6 0.8 0.4
C 3.853 -1.405 1.901 -1.0 0.2 -0.3
C 2.521 -1.920 2.535 1.3 0.6 -0.7
C 1.331 -1.320 1.792 -0.4 -0.7 0.8
C -0.038 -1.561 2.450 -0.4 0.7 -0.7
C -1.150 -1.020 1.499 0.8 0.2 0.1
C -1.675 0.368 1.910 -0.3 -0.4 -0.8
C -1.841 1.256 0.673 -0.6 0.3 0.3
C -2.536 2.599 0.975 0.4 -0.1 0.1
C -1.978 3.262 2.243 -0.7 -0.5 -0.4
N -1.927 4.780 2.110 0.9 -0.5 -0.2
P -0.655 5.441 3.227 0.4 0.9 2.3
N -1.173 5.527 4.690 0.3 0.2 -1.1
H 2.385 2.048 2.160 0.1 -0.2 -0.1
H 3.823 1.462 3.074 -0.3 -0.2 -0.1
H 2.758 2.671 3.771 0.0 -0.1 0.0
H 5.022 3.466 2.783 0.1 0.1 -0.1
H 3.559 4.362 2.301 0.4 0.2 0.1
H 5.271 3.673 0.460 0.1 -0.2 -0.2
H 4.480 2.100 0.507 -0.1 0.0 0.0
H 2.499 4.364 0.446 0.2 -0.1 0.1
H 3.676 4.455 -0.867 -0.1 0.3 0.1
H 1.634 3.263 -1.505 -0.2 -0.2 0.1
H 2.051 1.939 -0.394 0.0 -0.1 0.1
H 3.688 3.104 -2.679 0.0 -0.1 -0.1
H 4.272 1.770 -1.732 0.0 -0.1 0.1
H 3.230 1.083 -3.977 0.1 -0.2 0.1
H 1.757 1.846 -3.441 0.0 -0.1 -0.2
H 1.291 0.189 -1.750 0.1 0.1 0.2
H 1.587 -0.561 -3.288 -0.1 0.0 0.0
H 2.662 -1.954 -1.807 0.2 -0.1 -0.1
H 3.964 -1.031 -2.603 -0.1 -0.3 -0.1
H 2.946 0.067 -0.029 -0.1 0.0 0.1
H 4.601 0.003 -0.588 -0.1 0.1 -0.1
H 3.421 -2.664 0.154 0.0 -0.1 0.0
H 5.059 -1.997 0.255 -0.1 -0.5 -0.2
H 3.789 -0.311 1.941 0.3 -0.1 0.1
H 4.720 -1.697 2.493 -0.1 -0.2 0.0
H 2.561 -1.615 3.582 -0.4 -0.2 0.1
H 2.554 -3.007 2.445 -0.4 -0.1 0.3
H 1.456 -0.237 1.715 0.1 0.1 -0.2
H 1.287 -1.747 0.790 0.1 0.1 -0.2
H -0.213 -2.606 2.693 0.2 -0.1 0.0
H -0.095 -0.962 3.362 0.1 -0.3 0.3
H -1.954 -1.739 1.353 -0.2 0.1 0.2
H -0.682 -0.879 0.519 0.0 -0.2 -0.1
H -2.663 0.226 2.357 0.1 0.2 0.4
H -0.973 0.847 2.594 -0.1 -0.2 0.3
H -0.891 1.455 0.181 0.3 -0.1 0.0
H -2.485 0.735 -0.038 0.1 0.0 -0.1
H -2.375 3.274 0.126 -0.2 -0.1 -0.1
H -3.601 2.413 1.101 -0.1 0.2 -0.1
H -0.969 2.916 2.451 0.1 0.1 0.0
H -2.639 3.028 3.072 0.3 0.1 0.3
H -1.697 4.981 1.132 -0.3 0.2 0.0
H -2.815 5.213 2.374 0.0 0.0 -0.1
H 0.417 4.538 3.113 -0.4 -0.2 -0.8
H -0.252 6.654 2.626 -0.1 -0.4 -0.4
H -1.143 6.492 5.013 -0.4 -0.1 0.3
C -8.652 -1.441 2.783 -0.2 0.0 0.0
O -7.318 -1.805 2.407 0.4 0.0 0.0
P -6.231 -0.673 2.157 -0.2 0.0 -0.1
O -4.922 -1.209 1.787 0.0 -0.1 0.1
O -6.265 0.230 3.462 0.0 0.2 -0.3
C -6.014 -0.412 4.720 -0.1 -0.1 0.2
O -6.886 0.312 1.106 0.0 0.2 0.4
C -6.770 -0.050 -0.282 0.0 0.0 -0.3
H -8.932 -2.028 3.657 0.1 0.0 0.0
H -8.736 -0.382 3.025 0.1 0.0 0.0
H -9.328 -1.676 1.963 0.0 0.0 0.0
H -5.502 -1.366 4.592 0.0 0.0 0.0
H -6.963 -0.577 5.230 0.0 0.0 0.0
H -5.398 0.249 5.324 0.0 0.0 -0.1
H -7.630 0.348 -0.813 0.0 0.1 0.1
H -6.746 -1.132 -0.410 0.0 0.0 0.0
H -5.864 0.387 -0.697 0.0 -0.1 0.0
C -3.290 1.575 -4.590 0.2 0.0 0.0
O -4.499 1.348 -3.860 -0.2 -0.1 0.2
P -5.903 1.417 -4.622 -0.2 -0.1 -0.2
O -7.044 1.151 -3.746 0.4 0.0 0.3
O -5.739 0.448 -5.861 0.0 0.4 -0.1
C -5.404 -0.921 -5.602 0.1 -0.2 0.0
O -5.895 2.827 -5.344 0.1 -0.3 -0.2
C -6.303 3.963 -4.574 -0.1 0.2 0.0
H -2.599 0.763 -4.369 0.0 0.0 0.0
H -3.460 1.611 -5.666 0.0 0.0 0.0
H -2.850 2.518 -4.267 0.0 0.0 0.0
H -5.634 -1.207 -4.576 -0.1 0.0 0.0
H -4.340 -1.068 -5.791 0.0 0.0 0.0
H -5.975 -1.545 -6.284 -0.1 0.1 0.0
H -5.778 4.833 -4.963 0.0 -0.1 -0.1
H -6.060 3.841 -3.518 0.0 0.0 0.0
H -7.376 4.112 -4.685 0.0 -0.1 0.1
C 6.731 -8.203 -1.196 0.1 -0.2 0.0
O 5.741 -7.309 -0.676 -0.2 0.2 0.0
P 5.969 -5.736 -0.775 0.0 0.0 0.0
O 4.866 -4.965 -0.207 -0.1 -0.3 0.1
O 6.296 -5.463 -2.302 0.3 0.1 0.2
C 5.325 -5.866 -3.273 -0.1 -0.1 -0.1
O 7.393 -5.488 -0.127 0.0 0.0 -0.3
C 7.452 -5.367 1.300 0.0 0.1 0.2
H 6.233 -8.928 -1.839 -0.1 0.0 0.0
H 7.493 -7.681 -1.775 0.0 0.0 0.0
H 7.206 -8.727 -0.368 0.0 0.0 0.0
H 4.339 -6.001 -2.828 0.0 0.0 0.0
H 5.647 -6.801 -3.732 0.0 0.0 0.0
H 5.270 -5.096 -4.038 0.0 0.0 0.1
H 8.427 -5.723 1.623 0.0 0.0 -0.1
H 6.678 -5.961 1.786 0.0 0.0 0.0
H 7.339 -4.321 1.581 -0.1 0.0 0.0


2.
7
Properties=species:S:1:pos:R:3:forces:R:3 method="wB97M-V/def2-TZVPD" orbital_gap_ev="8.9315 / 8.9321" e_lumo_ev="-0.7 / -0.7" max_force_ev_per_a=3.9 e_homo_ev="-9.6421 / -9.6424"
C 0.399 0.188 0.084 -2.0 -1.4 1.6
C 0.506 0.768 1.528 2.5 -2.1 -2.2
O 1.317 1.025 -0.317 1.2 0.1 1.2
F 0.151 1.934 1.847 -0.5 1.0 0.5
Cl 1.692 -0.001 2.544 -0.7 0.9 -0.3
H 0.454 -0.955 0.134 0.9 1.2 -0.1
H -0.587 0.373 -0.263 -1.4 0.3 -0.7


3.
45
Properties=species:S:1:pos:R:3:forces:R:3 method="wB97M-V/def2-TZVPD" total_charge=-1 multiplicity=2 orbital_gap_ev="5.9955 / 6.4678" e_lumo_ev="1.6 / 1.8" max_force_ev_per_a=0.2 e_homo_ev="-4.4147 / -4.6965"
Re -0.154 0.275 0.720 0.1 0.0 -0.1
O 6.247 2.581 1.473 0.0 0.0 0.0
C 5.120 2.173 1.385 0.0 0.0 0.0
S 3.770 3.123 0.744 0.0 0.0 0.0
C 2.547 1.895 0.967 0.0 0.0 0.0
C 2.931 0.711 1.481 0.0 0.0 0.0
S 1.825 -0.588 1.765 0.0 0.0 0.0
S 4.622 0.542 1.880 0.0 0.0 0.0
S 0.886 2.203 0.519 0.0 0.0 0.0
Se -1.079 -0.071 2.949 0.0 0.0 0.1
C -2.987 0.080 2.769 0.0 0.0 0.0
C -3.708 -0.757 1.925 0.0 0.0 0.0
C -5.086 -0.615 1.864 0.0 0.0 0.0
N -5.780 0.269 2.578 0.0 0.0 0.0
C -5.077 1.060 3.387 0.0 0.0 0.0
C -3.699 1.007 3.519 0.0 0.0 0.0
H -3.202 -1.494 1.315 0.0 0.0 0.0
H -5.663 -1.251 1.200 0.0 0.0 0.0
H -5.648 1.784 3.961 0.0 0.0 0.0
H -3.187 1.689 4.187 0.0 0.0 0.0
Te -2.375 1.381 -0.308 0.0 0.0 0.0
C -1.493 2.731 -1.668 0.0 0.0 0.0
C -1.563 4.096 -1.650 0.0 0.0 0.0
C -0.831 4.712 -2.703 0.0 0.0 0.0
C -0.213 3.801 -3.506 0.0 0.0 0.0
S -0.529 2.202 -2.986 0.0 0.0 0.0
H -2.108 4.639 -0.891 0.0 0.0 0.0
H -0.758 5.781 -2.846 0.0 0.0 0.0
H 0.412 3.991 -4.363 0.0 0.0 0.0
O 2.618 0.029 -1.573 0.0 0.0 0.0
C 1.805 -0.836 -1.391 0.0 0.0 0.0
N 0.438 -0.623 -1.151 0.0 0.0 0.0
S -0.394 -2.012 -1.083 0.0 0.0 0.0
O -1.244 -2.320 -2.189 0.0 0.0 0.0
O -1.027 -1.936 0.239 0.0 0.0 0.0
C 1.005 -3.084 -1.123 0.0 0.0 0.0
C 1.066 -4.460 -1.025 0.0 0.0 0.0
C 2.319 -5.046 -1.143 0.0 0.0 0.0
C 3.455 -4.269 -1.371 0.0 0.0 0.0
C 3.367 -2.890 -1.485 0.0 0.0 0.0
C 2.120 -2.305 -1.354 0.0 0.0 0.0
H 0.178 -5.054 -0.856 0.0 0.0 0.0
H 2.417 -6.120 -1.055 0.0 0.0 0.0
H 4.419 -4.754 -1.455 0.0 0.0 0.0
H 4.236 -2.268 -1.654 0.0 0.0 0.0